{"formula": "C54H76BrMgN3OP2SSi", "method": "ωB97M-V/def2-TZVPD", "lumo_ev": 0.24, "e_tot_ev": -176530.6013, "spin_multiplicity": 1, "charge": 0, "elements": ["Mg", "C", "Si", "C", "C", "C", "C", "C", "C", "P", "C", "C", "C", "C", "C", "C", "C", "C", "C", "C", "C", "C", "C", "C", "C", "C", "C", "C", "P", "C", "C", "C", "C", "C", "C", "C", "C", "C", "C", "C", "C", "H", "H", "H", "H", "H", "H", "H", "H", "H", "H", "H", "H", "H", "H", "H", "H", "H", "H", "H", "H", "H", "H", "H", "H", "H", "H", "H", "H", "H", "H", "H", "H", "H", "H", "H", "H", "H", "H", "H", "H", "H", "H", "H", "H", "H", "H", "H", "H", "H", "H", "H", "H", "H", "H", "H", "Br", "C", "C", "C", "C", "C", "C", "H", "H", "H", "H", "C", "N", "C", "C", "C", "N", "C", "C", "O", "H", "H", "H", "H", "H", "H", "H", "H", "H", "H", "H", "H", "S", "C", "N", "C", "C", "C", "C", "H", "H", "H", "H", "H"], "positions_angstrom": [[-0.271, -0.996, 0.401], [2.814, -0.467, 2.528], [1.616, 0.450, 1.329], [2.882, 1.046, -0.019], [3.729, 2.126, 0.283], [4.818, 2.466, -0.498], [5.095, 1.740, -1.650], [4.256, 0.703, -2.007], [3.159, 0.331, -1.218], [2.037, -1.009, -1.823], [2.194, -0.873, -3.682], [2.151, 0.565, -4.273], [1.081, 0.742, -5.352], [1.138, -0.334, -6.441], [1.305, -1.755, -5.854], [1.136, -1.775, -4.335], [2.802, -2.714, -1.630], [3.966, -3.194, -2.516], [5.365, -2.852, -2.015], [5.548, -3.317, -0.576], [4.474, -2.691, 0.307], [3.073, -3.089, -0.164], [1.203, 1.944, 2.501], [2.243, 2.401, 3.329], [2.056, 3.342, 4.328], [0.783, 3.843, 4.563], [-0.266, 3.407, 3.773], [-0.073, 2.487, 2.736], [-1.459, 2.121, 1.590], [-2.963, 2.201, 2.672], [-4.219, 1.972, 1.816], [-4.277, 0.563, 1.204], [-3.732, -0.509, 2.169], [-3.818, -0.032, 3.615], [-2.896, 1.175, 3.837], [-1.512, 3.765, 0.656], [-2.283, 4.932, 1.281], [-2.331, 6.111, 0.304], [-0.923, 6.579, -0.059], [-0.122, 5.426, -0.660], [-0.092, 4.235, 0.300], [3.860, -0.204, 2.346], [2.721, -1.547, 2.444], [2.567, -0.211, 3.560], [3.522, 2.728, 1.161], [5.452, 3.296, -0.212], [5.949, 1.988, -2.267], [4.448, 0.174, -2.933], [3.157, -1.307, -3.949], [3.120, 0.790, -4.724], [2.015, 1.315, -3.492], [1.196, 1.730, -5.805], [0.089, 0.728, -4.899], [1.958, -0.116, -7.129], [0.220, -0.281, -7.030], [2.307, -2.133, -6.079], [0.602, -2.446, -6.323], [1.246, -2.799, -3.970], [0.130, -1.448, -4.048], [1.929, -3.303, -1.933], [3.845, -2.864, -3.550], [3.887, -4.288, -2.543], [5.536, -1.773, -2.056], [6.105, -3.322, -2.668], [6.544, -3.048, -0.217], [5.468, -4.409, -0.527], [4.585, -1.605, 0.281], [4.607, -3.002, 1.344], [2.304, -2.664, 0.482], [2.978, -4.178, -0.077], [3.233, 1.971, 3.217], [2.893, 3.666, 4.935], [0.609, 4.568, 5.349], [-1.255, 3.806, 3.967], [-3.028, 3.207, 3.083], [-4.287, 2.717, 1.018], [-5.090, 2.134, 2.458], [-3.688, 0.543, 0.284], [-5.312, 0.343, 0.930], [-2.681, -0.709, 1.939], [-4.266, -1.452, 2.036], [-3.538, -0.832, 4.303], [-4.854, 0.236, 3.848], [-1.873, 0.807, 3.959], [-3.158, 1.672, 4.775], [-2.015, 3.521, -0.288], [-1.779, 5.254, 2.199], [-3.300, 4.645, 1.548], [-2.916, 6.931, 0.727], [-2.844, 5.787, -0.610], [-0.419, 6.924, 0.850], [-0.962, 7.425, -0.748], [0.898, 5.745, -0.890], [-0.585, 5.129, -1.609], [0.416, 4.542, 1.219], [0.504, 3.417, -0.118], [-1.149, -7.719, -0.896], [-0.918, -5.875, -0.480], [-0.961, -4.936, -1.496], [-0.782, -3.594, -1.168], [-0.557, -3.131, 0.139], [-0.529, -4.139, 1.112], [-0.704, -5.494, 0.832], [-1.133, -5.249, -2.519], [-0.822, -2.877, -1.988], [-0.333, -3.860, 2.145], [-0.668, -6.242, 1.614], [-0.623, 1.377, -2.251], [-1.920, 0.816, -2.604], [-2.599, 1.279, -3.805], [-4.096, 1.145, -3.622], [-4.411, -0.295, -3.279], [-3.615, -0.728, -2.141], [-4.105, -1.873, -1.387], [-2.427, -0.165, -1.817], [-1.813, -0.551, -0.806], [-0.545, 2.376, -2.676], [0.199, 0.767, -2.620], [-0.525, 1.438, -1.171], [-2.275, 0.712, -4.685], [-2.318, 2.320, -3.968], [-4.621, 1.440, -4.530], [-4.419, 1.797, -2.807], [-4.215, -0.941, -4.143], [-5.462, -0.412, -3.016], [-5.065, -1.634, -0.924], [-3.389, -2.141, -0.617], [-4.238, -2.727, -2.055], [-0.351, -1.420, 3.811], [-0.679, -2.428, 5.097], [-1.220, -3.671, 4.887], [-1.522, -4.569, 5.861], [-1.298, -4.270, 7.160], [-0.742, -3.000, 7.460], [-0.443, -2.115, 6.473], [-1.396, -3.900, 3.918], [-1.939, -5.509, 5.530], [-1.538, -4.982, 7.935], [-0.552, -2.735, 8.493], [-0.016, -1.145, 6.683]], "atomic_forces_ev_per_a": [[-0.238, -0.383, -0.412], [0.013, -0.050, -0.093], [0.244, 0.130, 0.370], [0.061, -0.186, -0.236], [-0.166, 0.021, -0.016], [0.024, 0.013, -0.085], [0.022, 0.040, 0.033], [-0.064, -0.054, 0.046], [0.083, 0.038, 0.207], [0.081, -0.038, 0.092], [-0.147, 0.226, -0.025], [-0.076, -0.086, -0.112], [0.051, -0.015, -0.016], [-0.012, -0.029, 0.079], [-0.017, 0.064, 0.027], [0.112, -0.012, -0.022], [0.048, -0.027, 0.128], [-0.051, -0.064, -0.019], [-0.056, 0.040, 0.054], [-0.004, 0.054, 0.003], [-0.135, -0.053, -0.018], [0.150, 0.054, -0.052], [0.116, 0.042, -0.057], [-0.024, -0.023, 0.082], [-0.012, -0.032, -0.049], [-0.047, -0.003, -0.039], [0.051, 0.037, 0.051], [-0.103, 0.135, 0.082], [0.319, 0.012, -0.168], [-0.062, -0.008, -0.039], [-0.005, -0.061, -0.016], [0.127, 0.046, 0.101], [-0.037, 0.144, -0.032], [0.038, 0.083, -0.034], [-0.014, -0.030, -0.148], [-0.031, -0.076, 0.016], [0.098, 0.071, -0.095], [0.062, -0.034, 0.043], [-0.022, -0.083, -0.005], [-0.045, -0.013, 0.055], [-0.046, -0.019, -0.099], [0.012, 0.016, 0.015], [0.032, -0.152, -0.064], [-0.037, -0.049, -0.045], [0.029, -0.073, -0.015], [-0.008, 0.010, 0.000], [-0.018, 0.015, -0.010], [0.070, -0.052, 0.053], [-0.012, 0.165, -0.030], [0.013, 0.007, 0.031], [0.022, 0.019, -0.025], [-0.055, -0.003, 0.009], [-0.046, 0.005, 0.083], [0.019, -0.001, 0.008], [0.022, 0.009, -0.045], [-0.013, -0.017, -0.018], [0.014, 0.003, 0.012], [-0.051, 0.020, -0.004], [-0.021, -0.005, 0.011], [-0.045, -0.010, 0.037], [0.035, -0.156, 0.039], [-0.002, -0.009, -0.026], [-0.013, 0.037, -0.029], [0.002, 0.027, -0.013], [-0.001, -0.022, 0.022], [0.022, 0.008, -0.011], [-0.026, 0.086, 0.036], [-0.007, 0.026, 0.064], [-0.040, 0.034, 0.057], [-0.029, 0.005, 0.023], [-0.019, 0.068, -0.027], [-0.005, -0.015, -0.008], [0.002, -0.027, 0.002], [0.004, -0.030, -0.015], [-0.024, 0.027, 0.110], [0.008, 0.018, 0.024], [-0.030, -0.003, -0.011], [-0.084, 0.009, 0.063], [-0.022, -0.018, 0.001], [-0.032, -0.035, 0.024], [0.009, -0.020, -0.018], [0.038, -0.007, 0.000], [-0.010, -0.029, 0.014], [-0.054, 0.050, 0.010], [0.003, 0.014, -0.007], [-0.054, -0.067, -0.067], [-0.039, -0.038, 0.011], [-0.028, -0.025, 0.018], [0.011, 0.004, 0.009], [-0.037, 0.043, 0.013], [0.001, 0.041, -0.019], [-0.002, 0.000, -0.001], [0.003, -0.009, 0.005], [0.018, -0.035, -0.009], [0.028, -0.042, 0.013], [-0.012, -0.026, 0.000], [-0.013, -0.012, 0.000], [0.006, -0.045, -0.024], [-0.003, 0.068, 0.043], [-0.029, -0.013, 0.025], [0.031, 0.012, 0.132], [0.042, -0.066, -0.038], [-0.016, 0.078, 0.000], [0.018, 0.001, 0.006], [0.008, 0.002, -0.032], [0.059, 0.011, -0.011], [0.017, 0.007, -0.010], [-0.030, 0.002, 0.001], [-0.090, 0.071, 0.105], [0.032, -0.020, 0.015], [0.016, 0.008, 0.037], [0.049, -0.046, 0.030], [-0.087, -0.014, 0.007], [-0.017, 0.055, -0.046], [0.112, -0.058, -0.073], [0.180, 0.118, 0.006], [-0.014, 0.070, -0.011], [-0.073, -0.002, -0.024], [-0.034, 0.103, 0.109], [0.033, -0.018, -0.008], [0.009, 0.010, 0.007], [0.000, 0.001, -0.007], [-0.032, 0.009, -0.017], [-0.023, -0.032, -0.002], [-0.030, 0.000, 0.022], [0.007, 0.011, -0.005], [0.027, -0.001, -0.010], [-0.001, -0.012, -0.018], [0.111, 0.076, 0.037], [-0.077, -0.079, -0.011], [-0.024, 0.033, -0.005], [-0.011, -0.021, -0.062], [0.026, 0.046, 0.091], [-0.001, -0.017, 0.009], [0.019, 0.026, -0.059], [-0.027, -0.042, -0.021], [0.000, 0.018, -0.044], [0.004, 0.004, -0.015], [0.001, 0.012, -0.021], [-0.006, -0.012, 0.009]]}